# C37H91N11O13

A 10-piece molecular cluster, C37H91N11O13 overall (wB97M-V/def2-TZVPD, the OMol25 dataset).

Cartesian coordinates (Å):
C: 3.3041 2.0237 7.1151
C: 3.3014 1.3645 5.7712
C: 4.2462 0.1674 5.8192
C: 1.8822 0.9049 5.4151
C: 1.7876 0.3962 3.9469
C: 2.1937 1.5902 3.0502
C: 3.6390 2.1954 3.2521
C: 4.6567 1.1784 2.7560
C: 3.7350 3.4665 2.5822
N: 3.6454 2.4077 4.7211
O: 4.8317 3.0089 5.1271
H: 4.2798 2.4310 7.3557
H: 2.5095 2.7608 7.2237
H: 3.1669 1.2207 7.8301
H: 4.0251 -0.6179 5.1000
H: 5.2940 0.4504 5.6798
H: 4.1321 -0.3613 6.7593
H: 1.5469 0.0903 6.0680
H: 1.1245 1.6885 5.5339
H: 2.4227 -0.5143 3.7319
H: 0.7475 0.1678 3.6915
H: 1.4470 2.4004 3.2178
H: 2.1326 1.2765 2.0216
H: 4.9218 0.4905 3.5390
H: 5.6061 1.6006 2.3839
H: 4.2928 0.5669 1.9336
H: 2.7910 3.9340 2.4994
H: 4.1516 3.4651 1.5353
H: 4.3336 4.1669 3.1782
H: 5.5048 2.3059 5.2008
C: -4.5365 -4.2484 -1.8685
C: -3.3159 -5.0761 -1.4740
C: -3.5475 -5.5854 -0.0763
C: -3.0432 -6.2145 -2.4162
C: -2.5237 -5.7362 -3.8240
C: -1.2752 -4.9802 -3.6157
C: -1.4121 -3.8098 -2.6574
C: 0.0673 -3.4576 -2.2479
C: -2.0770 -2.5879 -3.4057
N: -2.0759 -4.2634 -1.3999
O: -2.2941 -3.1408 -0.5712
H: -5.5047 -4.7714 -1.6686
H: -4.5083 -3.3042 -1.3024
H: -4.5135 -3.9286 -2.9336
H: -4.2332 -6.4105 -0.1403
H: -2.6223 -6.0532 0.2809
H: -3.9105 -4.8040 0.5911
H: -2.1957 -6.7739 -1.9763
H: -3.9215 -6.8806 -2.4777
H: -2.2754 -6.6631 -4.3694
H: -3.2715 -5.1273 -4.3185
H: -0.9546 -4.6221 -4.6438
H: -0.5388 -5.7113 -3.2730
H: 0.1037 -2.6477 -1.6136
H: 0.7104 -3.4073 -3.1238
H: 0.5029 -4.2210 -1.6472
H: -3.0405 -2.7996 -3.8700
H: -1.3688 -2.1439 -4.1582
H: -2.2799 -1.8555 -2.6321
H: -1.8054 -3.3647 0.1979
C: 5.8903 1.1973 -1.9375
C: 4.5254 1.6399 -2.3839
C: 3.7534 1.9238 -1.0755
C: 4.6797 2.9672 -3.2768
C: 3.3160 3.2327 -3.9843
C: 2.9586 2.0090 -4.8377
C: 2.7352 0.7474 -4.0562
C: 1.4135 0.8393 -3.2221
C: 2.6145 -0.4388 -4.9541
N: 3.9525 0.5384 -3.1978
O: 3.5632 -0.4491 -2.2117
H: 6.3866 1.9806 -1.4175
H: 5.8656 0.2804 -1.2887
H: 6.5028 0.9458 -2.7699
H: 4.0270 2.9072 -0.7072
H: 2.6837 1.8438 -1.1894
H: 3.9457 1.1537 -0.3194
H: 4.9914 3.7651 -2.6470
H: 5.4935 2.7642 -3.9703
H: 2.4933 3.4407 -3.3385
H: 3.4105 4.1043 -4.6298
H: 3.7010 1.8201 -5.6275
H: 1.9920 2.1812 -5.3626
H: 1.3349 1.6322 -2.5811
H: 1.2934 -0.1724 -2.8406
H: 0.6232 0.9379 -3.9918
H: 1.7248 -0.4468 -5.5997
H: 2.5646 -1.3725 -4.4023
H: 3.5118 -0.4789 -5.5425
H: 4.1414 -1.2028 -2.4372
N: -6.7406 -0.6128 2.0983
C: -6.1870 -1.1877 0.9935
N: -4.7771 -1.0996 0.8587
O: -6.9461 -1.7633 0.2072
H: -6.2776 0.0915 2.6695
H: -7.7392 -0.7700 2.1418
H: -4.2178 -0.3790 1.3461
H: -4.3551 -1.5750 0.0517
N: 1.5214 -4.0643 2.5941
C: 0.4661 -3.9734 1.7601
N: 0.2452 -4.9546 0.8476
O: -0.2564 -2.9351 1.7227
H: 2.0334 -4.9242 2.6225
H: 1.6428 -3.4047 3.3521
H: 0.9893 -5.6203 0.6929
H: -0.5518 -4.9332 0.2121
N: 0.8639 -0.4665 0.1465
C: -0.3543 0.0972 -0.1049
N: -1.3336 -0.3347 0.6887
O: -0.4573 1.0799 -0.8412
H: 1.5383 -0.3175 -0.5554
H: 0.7567 -1.4650 0.2791
H: -2.2133 0.1232 0.5473
H: -1.1936 -1.1306 1.2904
N: -0.6505 3.9783 1.3636
C: -1.8788 3.3951 1.5980
N: -2.8150 3.6270 0.5410
O: -2.0821 2.7874 2.6425
H: 0.0530 3.6679 2.0245
H: -0.3502 4.1551 0.3830
H: -3.6222 3.0324 0.5062
H: -2.4577 4.0300 -0.2833
O: -1.2378 0.7441 4.6721
C: -2.3420 -0.2012 4.5197
C: -3.6957 0.5378 4.5087
O: -4.1507 1.2379 3.3778
H: -1.3692 1.2695 3.8777
H: -2.0989 -0.7942 3.6023
H: -2.2546 -0.8654 5.4000
H: -3.5791 1.2201 5.3713
H: -4.5856 -0.0881 4.7923
H: -3.4828 1.9709 3.1506
O: -0.2642 4.0654 -1.3496
C: -0.5762 4.5750 -2.6029
C: -1.7262 5.5834 -2.4413
O: -2.9062 4.8978 -2.1643
H: 0.0183 3.1850 -1.4500
H: 0.2713 5.0349 -3.1180
H: -0.9731 3.7401 -3.1972
H: -1.8476 6.1197 -3.3498
H: -1.5177 6.3462 -1.6101
H: -3.5431 5.4211 -1.6096
O: -3.7270 2.0696 -3.9519
C: -4.3918 1.0143 -3.2416
C: -3.4205 0.4254 -2.2618
O: -3.2553 1.2269 -1.1477
H: -3.3751 2.7287 -3.3293
H: -5.3644 1.2815 -2.7262
H: -4.6102 0.2361 -4.0083
H: -2.5051 0.1499 -2.7433
H: -3.9072 -0.5173 -1.9524
H: -2.3164 1.3038 -1.0177

Atoms 1-6, force components in eV/Å:
C 0.1 -0.1 0.6
C -0.9 0.2 -2.0
C 0.2 -0.5 -0.2
C -0.4 -1.3 -0.7
C 0.8 0.7 0.0
C 0.1 0.0 0.0

For the relative energy (zero: lowest compared OMol25 entry of this formula, charge and spin), the calculation gives 0.000 eV. The value obtained for the electronic energy is -82853.137 eV. For the HOMO energy, the calculation gives -8.336 eV. As for the charge: 0. Its molar mass is 898.2 g mol⁻¹. The value obtained for the max |F| is 4.406 eV/A. As for the orbital gap: 8.36 eV. The value obtained for the lowest unoccupied orbital energy is 0.02 eV.

Mulliken atomic charge list, values in e, 99 entries:
1. C -1.9395
2. C 1.8190
3. C -1.5935
4. C -1.6100
5. C -0.1044
6. C -1.4339
7. C 2.5457
8. C -1.7226
9. C -1.4955
10. N -0.0125
11. O -0.4747
12. H 0.4273
13. H 0.3733
14. H 0.4137
15. H 0.3745
16. H 0.2712
17. H 0.4310
18. H 0.5008
19. H 0.2789
20. H 0.0765
21. H 0.1714
22. H 0.1576
23. H 0.4647
24. H 0.3443
25. H 0.3964
26. H 0.0643
27. H 0.3111
28. H 0.0878
29. H 0.4311
30. H 0.3820
31. C -1.0492
32. C 1.4986
33. C -2.0629
34. C -1.4783
35. C -0.7147
36. C -1.3893
37. C 1.5733
38. C -2.3299
39. C -1.0376
40. N 0.6927
41. O 1.1898
42. H 0.4919
43. H -0.0671
44. H 0.1872
45. H 0.5654
46. H 0.3832
47. H 0.2754
48. H 0.3312
49. H 0.3838
50. H 0.4268
51. H 0.3798
52. H 0.3470
53. H 0.3871
54. H 0.3463
55. H 0.4626
56. H 0.5881
57. H 0.3172
58. H 0.4358
59. H -0.4005
60. H -0.2763
61. C -2.1988
62. C 1.8551
63. C -0.6932
64. C -1.3466
65. C -0.0134
66. C -1.4496
67. C 2.4152
68. C -0.9837
69. C -2.1616
70. N -0.2238
71. O -0.4424
72. H 0.4023
73. H 0.3196
74. H 0.5430
75. H 0.5818
76. H -0.3969
77. H 0.1553
78. H 0.4597
79. H 0.3625
80. H -0.1175
81. H 0.4288
82. H 0.2472
83. H 0.4732
84. H -0.1668
85. H -0.1497
86. H 0.6206
87. H 0.3151
88. H 0.2865
89. H 0.5324
90. H 0.3419
91. N -0.3368
92. C 0.3997
93. N 0.1692
94. O -0.6786
95. H 0.1966
96. H 0.2223
97. H 0.1085
98. H -0.3480
99. N -0.4188

=====

# C3H3ClF2

One molecule with the formula C3H3ClF2 (wB97M-V/def2-TZVPD, the OMol25 dataset).

Cartesian coordinates (Å):
C: 0.1913 -0.7297 -1.1705
C: -0.5663 -0.0963 -0.2573
C: 0.0408 0.5079 0.9594
F: -0.5363 1.7003 0.9532
F: -0.2490 -0.0840 2.1185
Cl: 1.8099 0.6432 0.9395
H: -0.3929 -1.1495 -1.9967
H: 1.3212 -0.8683 -1.1211
H: -1.6189 0.0764 -0.4250

Atoms 1-6, force components in eV/Å:
C -0.4 0.0 0.3
C 2.2 -1.8 -1.1
C -0.1 -0.2 -0.8
F 0.0 2.0 1.0
F -0.5 -0.4 0.4
Cl 0.1 0.3 -0.1

For the relative energy (zero: lowest compared OMol25 entry of this formula, charge and spin), the calculation gives 0.381 eV. The value obtained for the electronic energy is -21116.175 eV. For the HOMO energy, the calculation gives -10.773 eV. As for the charge: 0. Its molar mass is 112.5 g mol⁻¹. The value obtained for the max |F| is 3.065 eV/A. As for the orbital gap: 11.65 eV. The value obtained for the lowest unoccupied orbital energy is 0.88 eV.

Just the Mulliken charges please, in e? Sure, here they are:
1. C -0.6029
2. C -0.3861
3. C 0.8499
4. F -0.2178
5. F -0.2164
6. Cl -0.1864
7. H 0.2489
8. H 0.2124
9. H 0.2984